This record from the OMol25 dataset describes C20H27Br12O8PS as an isolated structure. The level of theory is wB97M-V/def2-TZVPD.

The geometry in ORCA input format:
```
! wB97M-V def2-TZVPD RIJCOSX def2/J DEFGRID3
* xyz 0 1
C -0.2122 2.1961 0.7542
C -0.7889 0.6884 0.8361
C -2.2160 0.5971 1.6274
C -2.9110 2.0201 1.8696
C -4.4991 1.8175 2.2094
C -5.4367 2.6376 1.1667
O -5.2017 3.8023 0.7830
O -6.6587 2.0326 0.6607
C 0.2594 -0.1162 1.8025
O 1.6441 0.0582 1.4142
S 1.9135 -0.8445 -0.0068
O 1.6803 -2.3043 0.3110
O 3.3592 -0.5667 -0.3658
C 0.7024 -0.1909 -1.2437
C 0.6834 -0.9581 -2.6584
C 1.9034 -1.9519 -2.9146
C 1.6160 -3.4802 -2.7346
C 2.6716 -4.5950 -2.9859
C 4.1003 -4.2047 -3.4467
C 4.4041 -2.6807 -3.6025
C 3.3311 -1.5595 -3.3595
C -0.7821 -0.0965 -0.5662
P -2.0251 0.5169 -1.8441
O -2.6858 -0.7535 -2.4510
O -1.3212 1.4362 -3.1118
O -3.2961 1.4583 -1.2225
H 0.8530 2.2648 0.3553
H -0.8988 2.8602 0.1035
H -0.2401 2.6503 1.8186
H -2.8798 -0.0915 0.9791
H -2.1008 0.0915 2.6549
H -2.4924 2.5933 2.7799
H -2.8873 2.7261 0.9711
H -4.7875 0.7218 2.0772
H -4.7665 2.2409 3.2421
H -6.4988 1.6546 -0.2333
H -0.0738 -1.2208 1.8401
H 0.0509 0.2985 2.8633
H 1.0095 0.9026 -1.4670
H 0.6660 -0.1517 -3.4879
H -0.2795 -1.5677 -2.8032
H 0.5769 -3.8152 -2.4126
H 2.3714 -5.6958 -2.8513
H 4.8537 -5.0338 -3.6474
H 5.4823 -2.4174 -3.9113
H 3.5849 -0.4456 -3.4989
H -1.0616 -1.1942 -0.3234
H -1.8154 2.2874 -3.1607
H -4.0752 0.8481 -1.1485
C 6.2958 1.4131 -1.8728
Br 7.0109 -0.3487 -1.4912
Br 4.6551 1.3186 -2.9048
Br 6.0723 2.4646 -0.2585
H 7.0298 1.9290 -2.4896
C -0.5516 0.1156 6.1272
Br 0.9800 0.0767 7.3152
Br -0.5392 1.6869 4.9874
Br -0.7086 -1.5219 5.0990
H -1.4395 0.1842 6.7538
C 9.2801 -3.9337 -1.2728
Br 9.9945 -5.6958 -0.8886
Br 7.6400 -4.0300 -2.3049
Br 9.0568 -2.8789 0.3401
H 10.0153 -3.4198 -1.8901
C -9.8461 3.3901 2.5339
Br -11.1492 2.0014 2.9025
Br -10.6705 4.9657 1.7598
Br -8.7937 3.8256 4.1043
H -9.1574 2.9920 1.7895
*
```

## Properties
Lowest unoccupied orbital energy   -0.022 hartree

This record from the OMol25 dataset describes a 3-piece molecular cluster, C20H27Br2N4O2 overall. The level of theory is wB97M-V/def2-TZVPD.

The geometry in ORCA input format:
```
! wB97M-V def2-TZVPD RIJCOSX def2/J DEFGRID3
* xyz -1 1
C 3.2394 -0.8793 3.6174
C 3.7636 -0.1951 2.3093
Br 5.1729 1.1735 2.4355
C 3.2417 -0.5226 1.0933
Br 1.8158 -1.9151 1.0278
N 3.7139 0.1545 -0.1094
C 2.6101 1.1062 -0.4549
C 2.4580 1.4222 -1.9825
C 3.6823 2.2676 -2.5757
C 3.3679 3.8060 -2.4112
C 4.5639 4.6762 -2.9671
N 5.2070 4.0632 -4.1711
C 3.8767 -0.9387 -1.1149
C 5.0658 -0.6755 -2.1458
O 4.8254 -0.6076 -3.3728
O 6.2610 -0.4986 -1.6655
H 3.5911 -1.9440 3.6293
H 3.6365 -0.3833 4.5473
H 2.1167 -0.8073 3.6899
H 2.8733 2.0896 0.0460
H 1.6509 0.7776 0.0456
H 1.5676 2.1209 -2.0687
H 2.1999 0.5397 -2.6227
H 4.6629 1.9937 -2.1152
H 3.6774 2.0318 -3.6768
H 2.4357 4.0986 -2.9648
H 3.2554 4.0363 -1.3181
H 4.2238 5.7326 -3.1906
H 5.3630 4.7039 -2.1680
H 5.7585 4.7752 -4.6578
H 4.4218 3.8522 -4.8039
H 4.2091 -1.8515 -0.5364
H 2.9234 -1.2362 -1.6276
N -4.3853 -3.3189 0.6228
C -3.4448 -4.2633 0.4993
C -2.0849 -4.0208 0.6055
C -1.6670 -2.7232 0.8506
C -2.6177 -1.7244 0.9816
C -3.9555 -2.0690 0.8627
H -3.8182 -5.2635 0.3042
H -1.3711 -4.8273 0.4983
H -0.6109 -2.4918 0.9393
H -2.3278 -0.6994 1.1732
H -4.7359 -1.3227 0.9615
N -7.1425 -1.0168 0.9900
C -7.2497 -1.9853 1.9142
C -8.1644 -1.9562 2.9563
C -9.0134 -0.8664 3.0560
C -8.9204 0.1468 2.1166
C -7.9759 0.0228 1.1101
H -6.5615 -2.8162 1.7963
H -8.2091 -2.7670 3.6717
H -9.7405 -0.8073 3.8578
H -9.5665 1.0139 2.1628
H -7.8695 0.7896 0.3496
*
```

## Properties
ΔE to the lowest compared entry with this formula, charge and spin   154.7 kJ/mol
Lowest unoccupied orbital energy   0.077 hartree

This record from the OMol25 dataset describes an isolated ion of composition C20H27N2O and charge +1. The level of theory is wB97M-V/def2-TZVPD.

The geometry in ORCA input format:
```
! wB97M-V def2-TZVPD RIJCOSX def2/J DEFGRID3
* xyz 1 1
C 0.3527 4.7865 3.7000
H -0.1512 5.6379 3.2485
C 1.5915 4.4096 2.8972
C 1.2396 3.9913 1.4733
H 0.6132 4.7568 0.9997
H 2.1525 3.8570 0.8785
O 0.5289 2.7609 1.5408
C 0.0094 2.2337 0.4192
C 0.1726 2.7384 -0.8709
C -0.4233 2.0990 -1.9421
C -1.1682 0.9467 -1.7642
C -1.3216 0.4244 -0.4874
C -0.7485 1.0729 0.5948
H -0.8868 0.7256 1.6101
C -2.1193 -0.8326 -0.2513
H -2.4470 -1.2649 -1.1979
N -1.3361 -1.8560 0.5020
H -0.7244 -1.3373 1.1463
C -2.2182 -2.7373 1.3061
C -1.4060 -3.6943 2.1675
C -0.4989 -4.5472 1.2886
C 0.3927 -3.6354 0.4536
H 1.0122 -4.2253 -0.2222
C -0.4376 -2.6656 -0.3899
C 0.4492 -1.7753 -1.2218
C 0.3482 -1.7786 -2.6102
N 1.0918 -1.0292 -3.3970
C 1.9911 -0.2349 -2.8495
C 2.1986 -0.1636 -1.4777
C 1.4148 -0.9481 -0.6524
H 1.5596 -0.9065 0.4184
H 2.9544 0.4855 -1.0672
H 2.5720 0.3616 -3.5382
H -0.3650 -2.4183 -3.1152
H -1.0978 -3.2363 -1.0524
H 1.0651 -3.0772 1.1081
H 0.1164 -5.1993 1.9064
H -1.1020 -5.1804 0.6362
H -2.0922 -4.3241 2.7325
H -0.8069 -3.1313 2.8868
H -2.8547 -2.1113 1.9350
H -2.8531 -3.2956 0.6143
H -3.0063 -0.5880 0.3400
H -1.6224 0.4600 -2.6122
H -0.3012 2.5035 -2.9341
H 0.7522 3.6299 -1.0436
H 2.2739 5.2583 2.8440
H 2.1110 3.5831 3.3846
H 0.6292 5.0512 4.7166
H -0.3425 3.9516 3.7362
*
```

## Properties
ΔE to the lowest compared entry with this formula, charge and spin   0.0 kJ/mol
Structure (SMILES)   CCCOc1cccc(C[N@H+]2CCCC[C@@H]2c2cccnc2)c1
Lowest unoccupied orbital energy   -0.084 hartree

This record from the OMol25 dataset describes an isolated molecule of C20H27N3O. The level of theory is wB97M-V/def2-TZVPD.

The geometry in ORCA input format:
```
! wB97M-V def2-TZVPD RIJCOSX def2/J DEFGRID3
* xyz 0 1
O -1.6057 -3.7606 -0.4280
C -1.2320 -3.1389 0.7758
C -0.1021 -2.1207 0.5974
H 0.1384 -1.7003 1.5754
H 0.7822 -2.6363 0.2138
C -0.4889 -1.0246 -0.3982
N 0.6586 -0.4985 -1.1266
C 0.1820 0.4414 -2.1229
C -0.6954 1.5558 -1.5348
N -1.8019 0.9700 -0.8029
C -1.3034 0.1014 0.2488
H -2.1558 -0.3151 0.7884
H -0.6740 0.6552 0.9717
C -2.7283 1.9655 -0.2969
C -3.9981 1.3227 0.1845
C -4.5590 0.2515 -0.5037
C -5.7324 -0.3112 -0.0337
C -6.3077 0.2246 1.1095
N -5.7860 1.2423 1.7717
C -4.6621 1.7706 1.3205
H -4.2716 2.5984 1.9006
H -7.2252 -0.1772 1.5191
H -6.1897 -1.1467 -0.5409
H -4.0630 -0.1308 -1.3831
H -2.2864 2.5734 0.5149
H -2.9714 2.6437 -1.1233
H -1.0964 2.1655 -2.3484
H -0.0861 2.2129 -0.8856
H 1.0379 0.8800 -2.6386
H -0.4102 -0.1211 -2.8503
C 1.7658 0.0107 -0.3341
H 1.7459 1.1047 -0.2318
C 3.1021 -0.3972 -0.9810
C 4.2498 0.0810 -0.1429
C 4.7465 -0.7041 0.8902
C 5.7764 -0.2476 1.6930
C 6.3225 1.0060 1.4759
C 5.8326 1.7985 0.4521
C 4.8028 1.3385 -0.3493
H 4.4260 1.9602 -1.1495
H 6.2551 2.7773 0.2768
H 7.1276 1.3630 2.1011
H 6.1551 -0.8715 2.4897
H 4.3244 -1.6844 1.0622
H 3.1217 -1.4837 -1.0744
H 3.1597 0.0304 -1.9827
H 1.7284 -0.4108 0.6707
H -1.1287 -1.4864 -1.1617
H -2.1365 -2.6476 1.1413
H -0.9258 -3.8926 1.5173
H -0.8179 -4.1372 -0.8371
*
```

## Properties
ΔE to the lowest compared entry with this formula, charge and spin   103.8 kJ/mol
Structure (SMILES)   OCC[C@H]1CN(Cc2cccnc2)CCN1CCc1ccccc1
Lowest unoccupied orbital energy   0.027 hartree

Number 1: DFT total energy -33007.6836 hartree, orbital gap 7.9 eV, largest force on an atom 5.9 eV Å⁻¹. Number 2: DFT total energy -6295.7995 hartree, orbital gap 6.2 eV, largest force on an atom 3.7 eV Å⁻¹. Number 3: DFT total energy -962.8403 hartree, orbital gap 9.2 eV, largest force on an atom 1.0 eV Å⁻¹. Number 4: DFT total energy -1017.7960 hartree, orbital gap 9.0 eV, largest force on an atom 0.6 eV Å⁻¹.